The following is a quantum chemistry calculation of C12H14BMoN9 as an isolated structure, from the Open Molecules 2025 dataset.

Last column: Löwdin charge in e.
Positions of all 37 atoms, in Å:
1 H -0.22144 2.85660 0.79958  0.1204
2 N 0.10985 1.65436 -0.91634  -0.1379
3 B 0.82360 0.83031 -3.22820  -0.4818
4 N 0.66864 1.94763 -2.17837  0.0011
5 C 0.87044 3.26629 -2.28310  0.0119
6 Mo -0.35876 -0.24657 -0.32535  1.7688
7 H 1.27300 3.67643 -3.20428  0.1568
8 C 0.48227 3.87095 -1.08929  0.0097
9 H 0.49703 4.92172 -0.89245  0.1211
10 C 0.06345 2.84300 -0.23646  -0.0493
11 H 1.26032 1.20320 -4.27083  0.1401
12 C -1.95294 -2.65297 1.18251  -0.0279
13 H -2.36062 -2.60438 2.21201  0.0677
14 H -1.00847 -3.20877 1.17064  0.0384
15 H -2.67382 -3.14084 0.51721  0.0413
16 N -0.59386 0.24226 -3.32826  -0.0092
17 N 1.68217 -0.26073 -2.54726  0.0151
18 N -1.24570 -0.23529 -2.19986  -0.1553
19 N 1.29033 -0.83851 -1.31712  -0.1434
20 C -1.38364 0.10695 -4.40098  0.0322
21 C 2.75568 -0.90650 -3.01101  0.0252
22 H -0.98997 0.43456 -5.36136  0.1584
23 H 3.17267 -0.60748 -3.97390  0.1639
24 C -2.58409 -0.48923 -3.98116  0.0193
25 C 3.11056 -1.90224 -2.10504  0.0201
26 C -2.46549 -0.70237 -2.60441  -0.0485
27 C 2.21723 -1.81253 -1.03232  -0.0342
28 H -3.40697 -0.73295 -4.62362  0.1221
29 H 3.90584 -2.61111 -2.22868  0.1266
30 H -3.08643 -1.14260 -1.84033  0.1210
31 H 2.16877 -2.32559 -0.08682  0.1283
32 H -1.75962 -1.60019 0.78774  -0.0619
33 N -0.32238 -0.30403 1.71076  -0.0941
34 C -0.15862 -0.22433 2.88460  -0.2354
35 N 0.14125 -0.45279 4.08409  0.1764
36 C 0.06320 0.27601 5.16552  -0.3048
37 N 0.04611 0.80141 6.21212  0.1977

Its expectation value of S² is 2.0359. The spin multiplicity is 3. The HOMO-LUMO gap (spin up / spin down) comes out at 4.856 / 5.912 eV. As for the HOMO energy (spin up / spin down): -15.41 / -15.48 eV. As for the net charge: +2.

=====

The following is a quantum chemistry calculation of one molecule with the formula C4H6N4, from the Open Molecules 2025 dataset.

Last column: Löwdin charge in e.
Positions of all 14 atoms, in Å:
1 C -1.32877 1.11774 -0.06278  -0.0856
2 N -2.16394 0.06924 -0.02800  0.0528
3 N -1.26285 -1.07014 -0.25245  0.0107
4 C 0.04511 -0.70563 0.46295  -0.3484
5 C 1.21824 -1.05921 -0.06180  -0.2209
6 N 2.06260 -0.12715 -0.25938  0.1173
7 N 1.34242 1.24841 0.04126  0.0630
8 C 0.05791 0.69370 -0.02460  -0.4205
9 H -1.44408 2.27429 -0.08215  0.1481
10 H -1.50214 -1.76388 0.31352  0.0368
11 H -0.11228 -0.89058 1.66935  0.2123
12 H 1.54526 -2.06791 -0.28168  0.1358
13 H 1.58556 1.27440 1.03562  0.1074
14 H 0.12518 0.05158 -1.04730  0.1912

Its energy relative to the best compared isomer or geometry (same formula, charge and spin) is 669.5 kJ/mol. The structure (SMILES) is C1=NN[C@H]2C=NN[C@H]12. The HOMO-LUMO gap comes out at 10.194 eV. As for the HOMO energy: -9.56 eV.

=====

Which calculated total energy belongs to each record? In order, -28596.2047; -10199.0010 eV.